Entry 1:
Computed, not measured: a structure of composition C32H29ClF6I2N5O3PW at a distorted geometry, with ωB97M-V with the def2-TZVPD basis set.

CARTESIAN COORDINATES (ANGSTROEM)
W  0.917585  0.151377  -0.230925
O  3.694845  -0.971311  3.034150
C  2.785934  -1.057065  4.043948
C  3.287655  -1.177177  5.360716
C  2.418930  -1.614666  6.310793
C  1.014284  -1.714155  6.152212
C  0.533090  -1.297366  5.006566
C  1.384294  -1.031822  3.857310
C  0.837588  -0.614587  2.544401
O  1.745208  -0.152310  1.636931
N  -0.502876  -0.567789  2.292437
N  -0.714455  -0.025816  1.066913
C  -1.826761  0.529300  0.801415
C  -1.850996  1.293652  -0.385792
C  -2.835745  2.147907  -0.694835
C  -2.867297  2.902260  -1.843341
C  -1.742053  2.906553  -2.646365
C  -0.700710  2.037199  -2.238245
N  -0.726042  1.281343  -1.146999
H  3.179006  -0.968909  2.231726
H  4.344559  -1.045590  5.611215
H  2.825938  -1.742036  7.291886
H  0.393190  -2.122181  6.943765
H  -0.551913  -1.180764  4.893333
H  -2.593453  0.499576  1.568801
H  -3.626688  2.264985  0.010963
H  -3.698516  3.575370  -2.051740
H  -1.663656  3.567354  -3.584226
H  0.236268  1.982958  -2.802639
I  5.300588  2.522538  -1.649599
C  3.889671  3.503024  -0.543893
C  4.068123  4.783813  -0.085407
C  3.119194  5.415045  0.794146
I  3.356878  7.516876  1.335999
C  2.039866  4.712860  1.280295
C  1.076953  5.124667  2.208671
C  0.074652  4.317172  2.679473
C  -0.084732  3.103569  1.989718
N  0.677284  2.684545  1.092727
C  1.738607  3.461768  0.738666
C  2.731103  2.883743  -0.209791
O  2.498076  1.665625  -0.510184
H  4.932423  5.363480  -0.343202
H  1.011318  6.193579  2.626654
H  -0.553684  4.689332  3.496571
H  -0.919725  2.390426  2.385695
C  -2.942104  -2.966239  -0.561911
N  -2.564279  -2.702219  -2.022396
C  -2.869784  -3.850873  -2.851560
C  -1.130281  -2.069216  -2.158066
C  -0.082463  -2.769233  -1.351096
C  0.252528  -4.065191  -1.694651
C  1.228008  -4.836426  -1.036859
C  1.858666  -4.301219  0.045857
C  1.661450  -2.887007  0.235648
C  0.726686  -2.077137  -0.484637
H  -2.898297  -2.005396  -0.077551
H  -2.220371  -3.628750  -0.139972
H  -3.901568  -3.390833  -0.614355
H  -3.170828  -1.951619  -2.316322
H  -2.199132  -4.645521  -2.530629
H  -2.760104  -3.673817  -3.875626
H  -3.857921  -4.228142  -2.615918
H  -1.332262  -1.079589  -1.762039
H  -0.938274  -2.005540  -3.221997
H  -0.169720  -4.514506  -2.638281
H  1.261934  -5.833956  -1.419084
H  2.583541  -4.779416  0.754674
H  2.361587  -2.387163  0.990824
F  -2.620424  0.441064  -3.018724
P  -3.496638  -0.080937  -4.186338
F  -2.515891  -1.351212  -4.358746
F  -4.226570  -0.996474  -2.937546
F  -4.446103  1.285766  -3.860125
F  -4.516014  -0.640223  -5.260445
F  -2.553146  0.695359  -5.261997
Cl  2.949682  -1.038168  -2.246590
C  1.399718  -0.089885  -2.265735
H  0.722444  -0.619059  -2.954767
H  1.752149  0.854432  -2.623957

Force components x, y, z for each atom (eV/Å):
-0.437 -0.380 0.862
-0.210 -0.211 1.588
0.351 0.182 -0.184
-0.051 -0.488 -0.660
-0.215 0.390 1.047
1.882 -0.861 2.053
-1.621 0.821 -3.871
-0.384 0.395 0.117
-1.052 0.462 -0.412
-1.699 -0.646 0.535
2.677 -0.371 1.199
1.599 -0.472 -0.331
-0.670 -0.202 1.022
0.933 0.256 -0.775
-2.088 0.750 0.190
0.497 1.261 -0.522
0.667 0.136 -0.730
0.512 1.225 -0.959
0.357 -0.796 0.136
-0.107 0.430 -0.861
-0.399 -0.113 -0.436
0.137 -0.357 0.504
0.083 0.414 -0.017
0.463 -0.197 -0.307
-0.248 0.143 -0.255
-0.675 -0.169 0.273
0.141 -0.336 0.051
-0.014 -1.387 1.628
-0.579 0.149 0.091
0.130 -0.076 -0.179
2.091 1.863 -0.539
-0.805 1.480 1.143
2.460 1.581 -1.118
0.017 -1.763 -0.503
-2.594 -1.185 0.266
-0.985 3.003 2.061
0.487 0.591 -0.646
-4.106 -0.717 4.621
3.237 -0.696 -3.242
1.035 -0.335 -0.599
-3.999 -3.933 1.752
0.504 0.675 -0.480
0.325 0.048 -0.197
0.837 -1.686 -0.703
0.031 -0.495 -0.572
1.395 1.229 -1.001
1.374 0.907 -1.875
1.363 0.194 1.549
0.379 -1.753 1.535
-1.390 -0.659 0.726
-0.168 -0.191 -1.487
0.190 -1.234 -1.282
-1.838 0.152 -0.737
0.907 2.395 1.354
0.758 0.123 0.769
1.303 0.489 2.270
-0.214 0.204 0.387
0.404 -0.513 0.327
-1.282 -0.380 0.378
-0.574 0.540 -0.382
0.046 -0.129 -0.228
0.152 0.560 -1.423
-0.341 0.304 -0.149
0.322 0.181 -0.161
0.055 -0.118 0.040
0.255 0.483 1.258
0.719 -0.602 0.248
-0.821 0.137 -1.111
-1.177 -0.884 -1.155
2.155 0.413 1.609
-1.259 1.157 -0.839
-0.040 -0.576 -0.561
-1.308 0.612 -0.918
0.478 -1.915 -0.941
0.259 0.402 0.528
-1.154 0.018 0.359
-0.083 0.165 0.172
0.387 -1.237 -0.845
0.343 0.571 0.218
-0.110 0.568 -0.674

Properties
Charge   +1
HOMO energy (alpha / beta)   -0.375 / -0.400 Ha
Spin multiplicity   4
M   1149.68 g/mol
Electronic energy   -103386.85332 eV
Orbital gap (alpha / beta)   6.494 / 4.696 eV
Maximum force   6.223 eV/A

=====

Entry 2:
Computed, not measured: a cluster of 2 separate species, C5H12N2O in total at a distorted geometry, with ωB97M-V with the def2-TZVPD basis set.

CARTESIAN COORDINATES (ANGSTROEM)
C  0.018702  0.633456  0.439057
C  -0.921264  -0.563633  0.428566
C  1.581078  1.259064  -2.215482
N  0.297998  0.937810  -1.609511
N  -0.488104  1.796200  0.752153
C  -1.087836  -1.014868  1.857133
C  -0.874822  -2.245670  2.290821
O  -0.488389  -1.581590  -0.454099
H  0.355128  -1.918052  -0.128220
H  -0.117861  0.104567  -2.012532
H  1.071658  0.351290  0.572309
H  -1.892647  -0.231309  0.048599
H  0.190965  2.456216  1.122393
H  -0.320906  1.794441  -1.460288
H  -1.413443  -0.226650  2.521485
H  1.521114  1.374860  -3.303946
H  1.949610  2.189958  -1.784496
H  2.297330  0.465405  -1.999117
H  -1.078898  -2.530250  3.310961
H  -0.599415  -3.051246  1.624213

Force components x, y, z for each atom (eV/Å):
-0.451 1.569 1.356
0.116 0.282 -0.483
-0.149 0.021 -0.123
-0.503 1.079 -0.383
0.069 -1.215 0.662
-0.010 0.004 -0.184
-0.258 -0.160 -0.095
0.087 -0.213 0.042
-0.026 -0.039 -0.012
-0.414 0.466 -0.143
-0.031 0.084 0.115
0.062 0.038 0.068
0.220 -0.107 -0.346
0.870 -2.004 -0.711
-0.023 0.036 0.102
0.110 0.085 0.087
0.084 -0.035 -0.024
0.039 0.004 0.003
0.126 0.099 0.179
0.082 0.006 -0.109

Properties
Structure (SMILES)   [H]/N=C/[C@@H](O)C=C.CN
HOMO energy   -0.309 Ha
M   116.16 g/mol
Electronic energy   -10404.83979 eV
Orbital gap   9.221 eV
Maximum force   2.297 eV/A

=====

Calculated energy relative to the best compared isomer or geometry (same formula, charge and spin) in order - 52.6 82.7 kcal per mole